Computed, not measured: 4 unconnected molecules or ions with the total composition C14H31BO14S, with ωB97M-V with the def2-TZVPD basis set.

Positions of all 61 atoms, in Å:
C1 -3.238 -4.645 1.272
C2 -3.434 -3.406 0.169
B1 -2.312 -3.543 -1.070
O1 -2.598 -2.739 -2.276
O2 -1.181 -4.471 -0.878
S1 0.324 -3.672 -0.856
O3 1.202 -4.449 -1.913
O4 0.234 -2.062 -1.406
O5 0.354 -1.196 -0.437
H1 -3.102 -5.691 0.731
H2 -4.207 -4.733 1.944
H3 -2.253 -4.477 1.897
H4 -4.496 -3.594 -0.343
H5 -3.414 -2.356 0.687
H6 -2.953 -3.330 -3.007
H7 1.010 -1.553 0.231
C3 -2.541 0.539 -0.616
C4 -2.197 1.215 0.700
O6 -2.803 2.510 0.789
C5 -4.133 2.520 1.057
O7 -4.838 1.540 1.232
O8 -4.550 3.811 1.068
C6 -5.958 3.959 1.233
H8 -2.277 1.183 -1.460
H9 -2.010 -0.412 -0.713
H10 -3.615 0.340 -0.693
H11 -1.113 1.368 0.752
H12 -2.477 0.597 1.561
H13 -6.313 3.430 2.123
H14 -6.476 3.600 0.338
H15 -6.177 5.023 1.355
C7 2.085 1.461 -4.775
C8 2.710 2.844 -4.706
O9 1.720 3.845 -4.440
C9 1.280 3.909 -3.158
O10 1.652 3.206 -2.233
O11 0.328 4.874 -3.089
C10 -0.298 4.973 -1.812
H16 1.266 1.444 -5.501
H17 2.830 0.713 -5.060
H18 1.658 1.168 -3.810
H19 3.152 3.087 -5.679
H20 3.517 2.889 -3.966
H21 0.441 5.099 -1.014
H22 -0.914 4.086 -1.631
H23 -0.951 5.851 -1.819
C11 5.079 -3.576 4.466
C12 5.255 -2.129 4.892
O12 5.430 -1.273 3.756
C13 4.304 -0.997 3.050
O13 3.180 -1.401 3.301
O14 4.650 -0.214 1.997
C14 3.571 0.063 1.108
H24 5.909 -3.893 3.827
H25 5.029 -4.233 5.338
H26 4.162 -3.711 3.883
H27 6.164 -2.040 5.498
H28 4.420 -1.783 5.513
H29 2.715 0.488 1.641
H30 3.282 -0.851 0.579
H31 3.915 0.794 0.372

Computed properties:
- Energy above the lowest of the compared OMol25 structures with the same formula, charge and spin: 304.2 kJ/mol
- Frontier orbital gap: 0.39628 Eh
- E_tot: -2028.3350 hartree
- HOMO: -0.3906 Eh